The ion C4H4N3O4S3 with charge +1 in a non-equilibrium geometry. Source: OMol25; level of theory: ωB97M-V/def2-TZVPD.

The geometry in XYZ format:
```
18
Properties=species:S:1:pos:R:3:forces:R:3
S 0.5374 -0.1672 -1.0425 -0.33 -0.23 -0.78
S -0.7039 1.1386 1.3138 -0.14 0.10 -0.78
S -0.6084 -2.2625 0.8757 -0.77 0.09 1.63
O -4.5133 0.6259 -0.9201 0.22 -0.33 -0.52
O 2.8784 -0.3530 -1.1659 0.62 0.17 0.72
O -2.9074 -1.0700 0.5129 0.37 1.20 -0.09
O 3.9607 0.4738 0.6390 0.68 0.16 2.50
N 2.8151 0.5203 -0.0273 -0.09 -0.63 -3.27
N -3.3726 0.5407 -1.0525 -2.53 0.34 0.95
N 0.9193 1.1213 1.2503 0.94 -0.09 0.70
C -1.0342 0.1279 -0.3385 -1.56 1.36 1.65
C -2.2014 0.8295 -1.1596 4.39 -0.78 0.64
C -1.7021 -0.9631 0.4137 -0.11 -2.35 -0.93
C 1.5391 0.5119 0.3312 -2.57 0.79 0.11
H 3.7618 0.3736 1.6047 0.22 -0.15 -0.76
H -1.7226 1.4650 -1.8659 -0.65 0.83 -0.94
H 3.8149 -0.4884 -1.3267 0.53 0.04 -0.12
H -1.4608 -2.4244 1.9578 0.77 -0.54 -0.72
```
Forces are in eV/Å.

## Properties
- frontier orbital gap (spin up / spin down) (eV) = 5.53 / 5.53
- total charge = +1
- HOMO (spin up / spin down) (eV) = -12.13 / -12.13
- LUMO (spin up / spin down) (Eh) = -0.2423 / -0.2423
- 2S+1 = 1

An isolated molecule of C4H6N2O in a non-equilibrium geometry. Source: OMol25; level of theory: ωB97M-V/def2-TZVPD.

The geometry in XYZ format:
```
13
Properties=species:S:1:pos:R:3:forces:R:3
O -0.6701 -0.8709 2.0332 0.26 -0.39 0.47
N 0.3952 0.3875 -2.1232 -3.90 -2.04 -0.48
N -1.2480 0.2584 0.2409 -2.55 -1.65 -0.05
C -1.6793 -0.4556 1.2752 -0.53 1.17 -0.25
C 0.9469 0.7291 -0.8474 0.32 0.32 -0.50
C 0.1034 0.1198 0.1834 0.87 -0.03 4.95
C 0.4446 -0.4675 1.4075 1.78 -0.24 -1.63
H 1.4086 -0.7564 1.8726 -0.96 0.28 -0.46
H -2.6837 -0.7346 1.7411 1.41 0.91 -1.38
H 0.7406 -0.5966 -2.1280 -1.13 0.58 -1.11
H 1.0663 1.7918 -0.8218 -0.15 0.82 0.69
H -0.7564 0.2929 -1.9083 3.91 0.27 -1.21
H 1.9320 0.3020 -0.9253 0.66 0.00 0.96
```
Forces are in eV/Å.

## Properties
- structure (SMILES) = NCc1cocn1
- frontier orbital gap (eV) = 10.09
- total charge = 0
- HOMO (eV) = -9.18
- LUMO (Eh) = 0.0334
- 2S+1 = 1

An isolated molecule of C40H67NO14. Source: OMol25; level of theory: ωB97M-V/def2-TZVPD.

The geometry in XYZ format:
```
122
Properties=species:S:1:pos:R:3:forces:R:3
O 1.3000 -4.4269 1.9124 0.15 -0.23 0.09
O -3.5851 -4.7587 -3.8584 -0.01 -0.22 -0.29
O -4.2283 -1.7446 1.4183 0.08 -0.02 -0.27
O 5.8315 4.2851 -1.3547 0.07 0.00 0.01
O -1.2900 -0.3622 -0.1371 0.45 0.04 -0.14
O -4.5282 1.7409 -1.6650 -0.41 0.18 -0.03
O 2.8564 1.0552 0.4025 0.05 -0.07 -0.11
O -0.6156 -2.1736 1.9601 -0.04 0.26 0.04
O 3.8320 3.2594 -1.2638 -0.39 -0.27 0.04
O 1.2504 -1.5134 4.9882 0.00 0.17 0.35
O 1.6539 1.6519 2.3149 0.01 0.15 -0.14
O 2.5926 4.1970 2.0341 0.16 0.00 0.29
O -0.9780 -0.5770 3.6440 -0.06 0.07 0.05
O -2.2934 1.6109 -1.7747 0.13 0.08 -0.26
N 3.1972 -0.7763 2.7390 0.06 -0.04 0.01
C -4.6050 2.3215 -2.9800 0.15 0.31 -0.57
C -3.4262 0.7515 0.1578 0.14 -0.32 -0.22
C 1.3584 2.9578 0.3357 0.36 -0.21 0.41
C -0.3926 0.5298 2.9584 0.12 0.53 -0.07
C 3.8255 -0.7327 4.0426 0.07 0.00 -0.05
C 3.8260 3.2873 0.1636 0.09 0.00 0.90
C -3.5747 -3.9992 -2.6583 0.27 0.05 0.34
C 2.5027 3.9310 0.6539 -0.09 0.07 -0.89
C 6.0185 3.4331 -4.1247 -0.14 -0.08 -0.05
C -3.0692 -4.0674 -0.1493 0.27 0.14 -0.26
C -4.7818 -1.9005 2.7036 -0.02 0.01 0.05
C -4.6427 -1.1941 -3.4153 -0.46 0.05 -0.08
C 1.0650 -1.8418 3.6315 -0.21 -0.30 -0.85
C 1.1452 0.5734 3.0842 -0.06 -0.43 0.17
C 1.6542 1.5586 0.9006 -0.53 0.09 -0.43
C -1.9156 -2.5859 1.5624 -0.48 0.04 -0.21
C -2.8640 -1.3687 1.3968 0.44 0.25 -0.04
C -0.4397 -1.8213 3.3035 0.15 -0.29 0.64
C 2.2824 5.2780 -0.0384 0.07 -0.41 0.25
C -3.7978 -6.1400 -1.3769 0.25 0.09 -0.22
C 3.7625 -1.8221 1.9100 -0.08 0.08 0.06
C 4.6940 3.6872 -3.3972 0.39 0.05 0.05
C -3.0127 -4.8325 -1.4846 -0.44 -0.04 -0.06
C -5.9815 2.9573 -3.0963 0.35 -0.19 0.24
C -2.6555 -0.5835 0.0891 -0.78 -0.05 0.23
C 5.8275 3.5693 -5.6324 0.07 0.06 0.28
C 5.2118 1.1667 0.1342 -0.43 0.12 0.22
C -1.0178 1.7890 3.5451 0.14 -0.44 -0.20
C 1.7508 -0.7921 2.7272 -0.10 0.19 0.34
C -0.7354 -4.5698 0.6559 -0.18 0.19 0.05
C 3.9865 1.8574 0.7154 0.37 0.38 -0.21
C 4.8825 3.7854 -1.8997 0.08 0.12 -0.38
C -2.7822 -2.7416 -2.8807 -0.21 0.07 -0.11
C -5.1203 -0.0031 -3.7854 0.04 -0.01 -0.05
C 0.6190 -4.0308 1.0032 0.11 -0.25 -0.29
C -3.2522 -1.5409 -3.2314 0.50 -0.12 0.04
C -4.3347 1.2426 -4.0479 0.14 -0.01 0.33
C -1.7369 -3.4612 0.3078 -0.03 -0.03 0.46
C 6.5598 2.0501 -3.7726 0.01 0.30 0.02
C -3.3390 1.4194 -1.1925 0.04 -0.15 0.61
H 5.4718 4.5643 -5.8902 -0.06 0.10 -0.09
H 6.7427 1.9758 -2.7037 0.05 -0.10 0.13
H 4.2729 4.6406 -3.7279 -0.08 0.01 0.03
H -1.9736 -5.0774 -1.7338 0.03 0.05 -0.07
H 1.4494 -1.0352 1.7030 0.00 0.00 0.03
H -0.5957 -5.2219 -0.2100 0.03 -0.07 -0.03
H -2.5297 -0.7525 -3.3967 0.13 0.04 -0.01
H 6.0910 1.7904 0.2730 0.12 0.04 0.00
H 4.0841 1.9286 1.8078 0.00 0.00 -0.15
H 0.8939 0.8504 0.5501 0.07 0.06 0.18
H -6.7545 2.2055 -2.9696 -0.15 -0.06 -0.02
H 5.3570 0.2138 0.6308 0.06 -0.14 0.05
H 7.4969 1.8659 -4.2926 0.10 -0.08 -0.03
H 6.7364 4.1852 -3.7832 -0.06 -0.03 -0.01
H 1.4668 -2.8389 3.4122 -0.08 0.21 0.00
H 4.6690 3.9003 0.5063 -0.23 -0.13 0.00
H 5.0585 0.9868 -0.9266 0.03 -0.02 -0.14
H -4.6279 -3.7818 -2.4644 0.06 0.01 0.09
H -1.3079 -2.8277 -0.4704 -0.02 0.05 -0.09
H -3.8238 3.0899 -3.0554 -0.16 -0.17 0.03
H 4.8730 -0.4595 3.9058 0.05 0.00 0.06
H -2.3444 -3.2097 2.3655 0.03 -0.01 -0.08
H -2.9535 1.3936 0.9047 0.01 0.03 0.00
H -3.8451 -6.6345 -2.3441 -0.04 -0.09 0.01
H -1.2263 0.2976 -0.8515 -0.06 -0.09 0.10
H 4.8485 -1.7482 1.9512 0.07 -0.04 -0.06
H 1.4115 0.8326 4.1134 -0.09 -0.07 -0.08
H 6.7684 3.3986 -6.1499 0.08 -0.03 -0.11
H 3.3477 0.0229 4.6588 0.03 0.03 0.13
H -1.1059 -5.1808 1.4820 0.03 -0.05 0.02
H 5.8494 1.2769 -4.0600 -0.09 -0.12 -0.05
H 0.9966 -3.2743 0.2931 0.13 0.11 -0.02
H -0.8501 1.8076 4.6186 0.02 0.03 0.14
H -3.4022 -4.7542 0.6323 -0.09 0.01 0.08
H 1.3755 5.7331 0.3495 -0.11 0.05 0.03
H -2.0896 1.8037 3.3626 -0.13 0.04 -0.02
H 3.4405 -1.6651 0.8814 0.02 -0.05 -0.12
H -4.6156 1.6579 -5.0183 0.04 0.04 -0.01
H -3.0867 -1.1811 -0.7287 0.05 0.06 0.17
H -4.8151 -5.9394 -1.0488 -0.16 0.00 0.09
H 3.9685 2.9014 -3.6100 -0.03 0.02 -0.06
H 5.1029 2.8406 -5.9906 -0.10 -0.09 -0.10
H -5.3525 -1.9948 -3.2634 -0.16 -0.03 0.00
H -3.3257 -6.8110 -0.6633 0.00 -0.07 0.13
H -4.6380 -0.9986 3.3090 -0.01 -0.01 0.00
H -4.4667 0.5721 0.4192 0.03 0.03 0.03
H -6.1907 0.1054 -3.8990 -0.15 -0.13 0.02
H 0.7350 -2.1188 5.5327 0.05 0.02 -0.04
H 1.2538 2.8709 -0.7454 -0.03 -0.03 -0.03
H -6.0912 3.4264 -4.0697 -0.01 0.04 -0.10
H 2.1926 5.1490 -1.1127 -0.02 0.03 -0.11
H -0.9808 -2.5328 3.9566 0.11 0.08 -0.19
H 3.7793 -1.6921 4.5747 0.02 0.02 0.08
H -5.8454 -2.0753 2.5530 0.00 -0.01 0.11
H -2.6631 -0.7033 2.2463 -0.03 -0.04 -0.12
H -3.8191 -3.2804 -0.2182 -0.10 -0.06 0.02
H 3.1202 5.9346 0.1802 0.11 0.12 0.00
H -4.3514 -2.7534 3.2383 -0.01 0.01 0.02
H -2.6719 -4.9201 -4.1235 -0.02 0.03 -0.04
H -0.6363 0.4389 1.8912 0.03 0.05 0.13
H 2.4135 3.3740 2.5124 -0.05 0.03 0.01
H -3.2662 1.0342 -4.0633 -0.04 0.06 -0.08
H 0.4270 3.3318 0.7610 -0.07 0.04 -0.02
H 3.4747 -2.8341 2.2260 0.02 -0.05 0.00
H -6.1073 3.7124 -2.3247 -0.05 0.07 0.04
H -0.5588 2.6652 3.0972 -0.01 0.13 -0.03
H -1.7088 -2.8778 -2.8211 0.18 0.07 0.04
```
Forces are in eV/Å.

## Properties
- frontier orbital gap (eV) = 8.51
- total charge = 0
- HOMO (eV) = -8.01
- LUMO (Eh) = 0.0181
- 2S+1 = 1

The ion C6H7ClNO3S with charge -1 in a non-equilibrium geometry. Source: OMol25; level of theory: ωB97M-V/def2-TZVPD.

The geometry in XYZ format:
```
19
Properties=species:S:1:pos:R:3:forces:R:3
Cl 1.9240 2.1653 0.3914 -0.64 -0.02 0.29
S 3.0668 -0.3518 -0.3363 2.17 0.62 0.42
O 3.8394 -0.1808 0.9052 0.61 -0.06 -0.81
O 2.6280 -1.7198 -0.4997 0.09 -1.06 -0.81
O 3.5673 0.2982 -1.5436 -0.23 -0.34 0.71
N -1.4072 1.6123 -1.4274 -0.57 1.29 -1.73
C 1.0609 -0.3954 1.2865 -1.45 2.15 1.07
C -0.4360 -0.2855 1.3853 0.19 0.10 -2.51
C 0.4272 0.0293 -1.6010 0.57 -2.44 6.84
C -0.7299 0.6570 -0.9445 0.02 -1.20 -0.21
C -1.2313 0.1383 0.3985 1.76 0.10 -0.79
C 1.6343 0.4605 0.2284 -1.23 0.40 -3.40
H 1.5634 -1.2908 1.0596 -0.60 -1.97 0.11
H -1.0907 1.8685 -2.4058 -0.13 -0.34 1.47
H 1.4605 -0.1136 2.2420 0.45 0.43 0.60
H -0.9582 -0.5040 2.2507 -0.48 -0.77 1.98
H -2.2878 0.1723 0.5310 -0.60 0.26 0.10
H 0.7009 -1.0446 -1.1997 -0.84 1.98 -1.74
H 1.0011 0.4821 -2.3284 0.91 0.86 -1.59
```
Forces are in eV/Å.

## Properties
- frontier orbital gap (spin up / spin down) (eV) = 8.36 / 8.35
- total charge = -1
- HOMO (spin up / spin down) (eV) = -4.97 / -4.97
- LUMO (spin up / spin down) (Eh) = 0.1245 / 0.1245
- 2S+1 = 1

A structure of composition C6H8O2 in a non-equilibrium geometry. Source: OMol25; level of theory: ωB97M-V/def2-TZVPD.

The geometry in XYZ format:
```
16
Properties=species:S:1:pos:R:3:forces:R:3
O 0.6998 0.3912 1.3732 -1.43 -0.86 0.94
O 0.9507 -2.1719 -1.5947 2.17 1.08 1.33
C -0.7756 0.0621 1.1516 0.49 -0.19 -0.14
C -0.9657 1.5265 0.7506 1.44 -1.37 -1.65
C 0.5185 1.1835 0.2209 0.63 1.52 -1.38
C 0.3557 0.0728 -0.9717 -1.30 3.15 5.98
C -0.7402 -0.6904 -0.1532 -1.01 -2.04 -3.97
C 0.5933 -1.2330 -0.4922 2.46 -3.58 0.03
H -1.5800 -1.1956 -0.7143 0.59 0.98 1.17
H -1.0277 2.0885 1.6497 0.26 1.03 0.39
H 1.3302 1.9635 0.0204 -1.15 -0.98 0.55
H -1.6815 1.7515 -0.0290 -0.41 0.09 0.11
H -1.3515 -0.4526 1.9341 0.62 0.43 0.13
H 0.5066 0.2909 -1.9392 -0.21 0.75 -3.30
H 1.1623 -1.5220 0.3778 0.50 0.48 -0.02
H 2.0051 -2.0651 -1.5839 -3.63 -0.48 -0.18
```
Forces are in eV/Å.

## Properties
- frontier orbital gap (eV) = 10.46
- total charge = 0
- HOMO (eV) = -9.53
- LUMO (Eh) = 0.0341
- 2S+1 = 1